# 1
6
Properties=species:S:1:pos:R:3:forces:R:3 method="wB97M-V/def2-TZVPD" relative_energy_kj_mol=0.0 orbital_gap_ha="0.1382 / 0.1699" charge=+1 s2=8.908 total_energy_ha=-1340.61066 homo_ev="-11.23 / -11.62" multiplicity=6
O -1.391 -0.398 -0.882 0.2 0.6 0.5
C -0.377 0.010 -0.303 1.1 0.3 0.1
C 0.699 0.376 0.237 -0.7 0.8 1.0
C 1.298 1.044 1.246 -0.1 -1.5 -0.8
H 1.871 0.351 1.894 0.1 0.6 0.0
Mn -2.099 -1.383 -2.192 -0.5 -0.8 -0.8

# 2
6
Properties=species:S:1:pos:R:3:forces:R:3 method="wB97M-V/def2-TZVPD" relative_energy_kj_mol=27.8 orbital_gap_ha=0.4349 charge=0 total_energy_ha=-152.86433 homo_ev=-10.97 smiles=O.O
O 1.594 0.155 -0.002 -0.2 0.3 0.2
H 0.809 -0.418 -0.131 1.0 0.2 -0.1
H 2.451 -0.245 -0.213 -0.9 -0.4 -0.1
O -1.353 0.022 -0.135 1.4 3.7 -1.8
H -1.636 0.963 0.062 0.7 -1.7 -0.4
H -1.865 -0.477 0.419 -2.1 -2.2 2.2

# 3
91
Properties=species:S:1:pos:R:3:forces:R:3 method="wB97M-V/def2-TZVPD" relative_energy_kj_mol=110.8 orbital_gap_ha=0.3368 charge=+1 total_energy_ha=-6253.70953 homo_ev=-11.73
C 4.567 -2.656 0.722 0.3 0.6 0.1
C 4.015 -1.268 1.078 0.1 -0.7 -0.5
C 2.638 -1.291 1.741 1.4 0.2 0.9
O 1.433 -1.209 0.961 -0.4 -0.7 -0.8
N 0.828 -0.009 0.460 0.3 0.7 1.0
C 1.806 1.094 0.435 0.8 1.0 -0.2
O 2.138 1.506 1.750 0.3 -0.4 0.0
C 3.226 2.330 1.810 0.1 0.5 0.8
F 4.340 1.725 1.353 -0.6 0.5 0.2
F 3.021 3.455 1.084 0.3 -0.7 0.4
F 3.403 2.663 3.098 -0.1 -0.3 -1.2
C -0.336 0.308 1.371 -1.4 -1.1 1.4
C -0.686 1.782 1.510 0.1 1.0 0.0
O -0.560 2.578 0.313 -0.1 -0.1 0.0
C -1.085 3.826 0.392 0.0 0.5 -0.4
F -0.573 4.536 -0.626 -0.3 -0.4 0.6
F -0.777 4.433 1.548 -0.2 -0.2 -0.4
F -2.426 3.811 0.270 0.6 0.0 0.2
P 0.057 -0.059 3.260 1.3 0.5 0.5
O -0.013 -1.672 3.302 -0.3 -0.1 -0.4
Br -1.884 0.529 4.178 -0.1 0.0 0.0
C -1.567 -0.621 1.159 -0.2 0.1 -0.5
N -1.482 -1.501 0.003 0.7 0.4 0.2
C -1.044 -0.790 -1.197 -0.8 -0.5 1.5
C -2.038 0.377 -1.472 -0.2 0.8 -1.2
O -3.308 0.102 -0.957 0.1 -0.3 -0.1
C -4.082 1.251 -0.672 -0.2 -0.2 0.1
C -1.303 -1.842 -2.326 -1.5 -0.4 -0.5
F -1.202 -3.121 -1.925 0.8 0.2 0.1
F -2.650 -1.780 -2.601 0.1 0.4 -0.1
C -0.682 -1.721 -3.759 -0.7 -0.8 -0.7
F -1.380 -0.853 -4.500 0.5 0.0 0.3
F 0.612 -1.362 -3.793 0.1 -0.2 0.2
F -0.785 -2.923 -4.341 0.2 0.5 0.1
C 0.457 -0.376 -1.005 0.3 -0.2 -1.9
C 0.651 0.789 -2.044 0.2 0.4 0.4
C 1.903 1.207 -2.825 0.4 0.8 -0.4
C 2.954 2.170 -2.251 0.9 -0.4 0.2
C 4.328 1.535 -1.919 -1.0 0.3 -0.1
S 5.412 1.497 -3.331 1.6 -0.3 0.9
O 5.916 2.807 -3.524 -0.6 0.6 -0.5
O 6.356 0.446 -3.131 -0.2 -0.6 0.1
O 4.517 1.107 -4.581 -0.4 0.6 0.1
B 1.469 -1.644 -1.304 0.9 -1.0 0.9
C 1.240 -3.177 -1.027 -0.6 0.3 -0.1
O 2.753 -1.347 -1.736 -0.6 1.1 -0.3
H 4.320 -2.948 -0.287 -0.3 -0.3 -0.1
H 5.648 -2.582 0.761 0.3 -0.1 -0.1
H 4.280 -3.395 1.461 -0.2 -0.3 0.0
H 4.717 -0.845 1.786 -0.1 0.3 0.3
H 4.095 -0.667 0.182 -0.2 0.3 0.0
H 2.673 -0.645 2.608 -0.6 0.6 -0.1
H 2.554 -2.269 2.199 -0.6 -0.4 -0.2
H 2.682 0.782 -0.117 0.1 -0.5 0.0
H 1.406 1.969 -0.048 -0.5 -0.3 -0.3
H -1.686 1.895 1.904 -0.4 -0.4 -0.2
H -0.048 2.245 2.261 0.2 0.1 0.0
H 0.380 -1.995 4.118 0.1 -0.2 0.2
H -2.450 0.011 1.175 -0.1 0.1 -0.3
H -1.750 -1.284 1.997 0.3 -0.1 0.2
H -2.424 -1.844 -0.144 -0.1 -0.2 -0.1
H -2.128 0.496 -2.555 0.0 0.0 -0.2
H -1.700 1.358 -1.155 0.3 -0.2 0.5
H -3.803 2.111 -1.271 0.2 0.1 -0.1
H -5.114 1.022 -0.901 -0.2 -0.2 0.0
H -4.023 1.467 0.392 0.1 0.3 0.2
H 0.222 1.696 -1.631 0.0 0.2 0.1
H -0.035 0.553 -2.841 -0.3 -0.2 0.0
H 1.509 1.763 -3.672 -0.5 0.1 -0.1
H 2.421 0.416 -3.340 0.0 -0.6 0.2
H 2.649 2.734 -1.377 -0.3 0.1 0.0
H 3.200 2.933 -2.980 -0.3 0.2 -0.3
H 4.251 0.546 -1.489 0.1 -0.3 -0.2
H 4.818 2.183 -1.204 0.5 0.1 0.0
H 4.311 0.169 -4.523 0.1 -0.4 -0.2
H 0.440 -3.321 -0.313 -0.3 -0.2 0.0
H 2.130 -3.630 -0.605 0.4 0.2 0.0
H 1.014 -3.728 -1.934 -0.1 -0.2 -0.1
H 2.922 -1.795 -2.567 0.5 -0.5 0.1
C -5.403 -0.144 2.674 -0.1 0.1 0.1
O -4.476 -0.572 2.005 0.2 0.0 -0.1
N -6.367 -0.900 3.209 -0.1 0.0 0.1
C -7.447 -0.335 3.997 0.0 -0.2 0.0
C -6.327 -2.339 2.988 0.1 0.1 -0.1
H -5.521 0.930 2.896 0.0 0.0 0.0
H -7.436 -0.757 5.003 0.0 0.0 0.0
H -8.407 -0.559 3.530 0.0 0.0 0.0
H -7.334 0.744 4.068 0.0 0.0 0.0
H -5.399 -2.751 3.385 0.0 -0.1 0.0
H -6.365 -2.553 1.920 0.0 -0.1 0.0
H -7.173 -2.806 3.483 0.0 0.0 0.0

# 4
23
Properties=species:S:1:pos:R:3:forces:R:3 method="wB97M-V/def2-TZVPD" relative_energy_kj_mol=46.7 orbital_gap_ha=0.3626 charge=0 total_energy_ha=-351.31240 homo_ev=-8.99 smiles=Cc1ccccc1.CC
C 1.712 0.838 2.317 0.1 0.3 -0.7
C 1.675 1.557 0.983 -1.6 0.1 -0.2
C 1.991 0.939 -0.222 0.6 -0.8 0.5
C 1.573 1.418 -1.445 0.5 1.4 -0.5
C 0.865 2.621 -1.505 0.1 -0.6 0.0
C 0.522 3.247 -0.319 -0.3 0.4 -0.3
C 0.934 2.739 0.895 -0.2 -0.1 0.4
H 1.872 -0.222 2.144 0.5 -0.1 0.2
H 0.727 0.893 2.778 0.0 0.2 0.1
H 2.444 1.315 2.961 0.1 -0.4 0.3
H 2.593 0.037 -0.165 -0.2 -0.1 -0.2
H 1.923 1.010 -2.387 -0.1 -0.4 0.2
H 0.591 3.036 -2.467 -0.1 0.0 0.1
H -0.141 4.107 -0.347 0.3 0.1 0.1
H 0.572 3.219 1.805 0.2 -0.1 -0.1
C -2.208 -3.745 -1.194 -0.4 -0.4 -0.8
C -2.729 -2.889 -0.057 0.3 -0.7 0.7
H -1.547 -3.226 -1.893 0.0 0.1 0.3
H -1.722 -4.669 -0.902 0.3 0.0 0.4
H -3.051 -4.111 -1.798 0.1 0.3 0.0
H -1.987 -2.685 0.715 0.4 0.4 -0.4
H -3.164 -1.974 -0.436 -0.1 0.2 0.2
H -3.445 -3.455 0.541 -0.5 0.1 -0.4

# 5
21
Properties=species:S:1:pos:R:3:forces:R:3 method="wB97M-V/def2-TZVPD" relative_energy_kj_mol=402.1 orbital_gap_ha=0.2791 charge=+1 total_energy_ha=-817.76166 homo_ev=-14.20 smiles="CCC/N=C(/C=[N+]=S)OC"
C -2.132 -1.573 0.744 -2.1 0.2 0.5
C -2.398 -0.685 -0.420 1.8 0.4 -2.5
C -1.157 0.102 -1.081 0.1 -2.4 -1.2
N 0.144 -0.296 -0.637 -0.6 -1.9 1.3
C 1.115 0.368 -0.189 0.4 0.9 0.1
C 2.242 -0.412 0.296 1.7 -0.7 0.1
N 2.062 -1.664 0.468 0.3 0.4 -0.1
S 0.743 -2.453 0.233 0.2 2.3 -0.9
O 1.199 1.684 -0.152 -1.3 -0.7 -1.5
C 2.271 2.514 0.393 -0.7 -3.6 1.4
H -2.133 -2.596 0.476 0.4 -1.2 -0.4
H -2.983 -1.537 1.477 1.1 0.3 -0.4
H -1.198 -1.301 1.157 0.6 0.2 1.2
H -2.662 -1.150 -1.381 -1.1 -0.6 1.1
H -3.048 0.111 -0.217 -1.3 0.8 0.4
H -1.273 1.154 -0.952 0.0 0.8 -0.3
H -1.179 -0.327 -2.144 0.1 1.7 1.1
H 3.219 0.106 0.306 -0.5 -0.8 0.6
H 1.686 3.346 0.485 -0.4 2.9 0.1
H 3.106 2.515 -0.280 0.5 0.3 0.0
H 2.375 2.094 1.419 1.0 0.6 -0.7

# 6
11
Properties=species:S:1:pos:R:3:forces:R:3 method="wB97M-V/def2-TZVPD" relative_energy_kj_mol=162.3 orbital_gap_ha=0.3733 charge=0 total_energy_ha=-268.34339 homo_ev=-9.22 smiles="C=COCO"
C -1.180 -0.746 -0.716 0.1 0.0 0.0
C 0.004 -0.334 -1.162 -0.2 -0.1 -0.1
O 1.073 0.114 -0.442 -0.1 0.0 0.0
C 0.921 0.247 0.953 0.2 -0.1 0.2
O -0.143 1.076 1.303 0.0 0.2 -0.1
H -1.444 -0.768 0.334 0.0 0.0 -0.2
H -1.930 -1.043 -1.439 0.2 0.0 0.1
H 0.245 -0.285 -2.220 -0.1 -0.1 0.1
H 0.729 -0.722 1.434 0.0 0.1 -0.2
H 1.885 0.652 1.284 -0.2 -0.1 0.0
H -0.158 1.809 0.672 0.0 0.0 0.2

# 7
11
Properties=species:S:1:pos:R:3:forces:R:3 method="wB97M-V/def2-TZVPD" relative_energy_kj_mol=157.2 orbital_gap_ha="0.1234 / 0.2814" charge=-1 s2=0.753 total_energy_ha=-533.23710 homo_ev="0.72 / -3.81" multiplicity=2
S 2.866 -0.701 0.346 1.3 -0.3 -0.2
H 1.708 -0.061 0.832 -0.4 -0.6 -1.3
C -0.376 0.830 -0.688 -1.1 -1.2 0.2
C -1.529 -0.582 0.780 -1.8 -0.3 0.8
N -0.420 -0.335 0.162 2.4 0.6 -0.4
H 0.645 1.129 -0.888 0.2 0.2 0.0
H -0.987 1.648 -0.276 0.2 0.3 -0.1
H -0.858 0.502 -1.634 0.1 0.5 -0.2
H -2.319 0.164 0.965 0.1 0.1 -0.1
H -1.595 -1.471 1.403 0.0 0.0 0.0
H 2.866 -1.124 -1.004 -0.9 0.8 1.3

# 8
15
Properties=species:S:1:pos:R:3:forces:R:3 method="wB97M-V/def2-TZVPD" relative_energy_kj_mol=40.4 orbital_gap_ha=0.3096 charge=0 total_energy_ha=-3354.14961 homo_ev=-9.19
C 2.561 0.335 0.097 0.6 -1.1 0.9
C 1.275 0.965 -0.201 -0.7 1.1 0.5
C 2.381 -0.936 0.468 -0.2 -0.7 1.5
C 0.191 0.189 0.003 -2.3 1.0 0.3
C -3.081 0.863 0.102 4.2 -2.6 0.3
C -1.383 0.199 -0.379 -0.4 0.7 -0.3
O -3.294 1.988 0.105 -1.2 1.7 0.0
O 0.247 -2.363 -0.383 -0.6 -1.4 -0.1
S 0.599 -1.448 0.709 2.1 2.1 -1.6
Br -4.326 -0.652 0.422 0.3 0.6 -0.2
H 3.596 0.763 0.201 -1.5 0.0 -0.6
H 1.269 2.046 -0.364 -0.4 -0.4 -0.6
H 3.111 -1.560 0.982 0.0 0.0 -0.5
H -1.605 0.453 -1.423 0.8 0.2 0.1
H -1.543 -0.841 -0.339 -0.8 -1.3 0.1